# 1
{"formula": "C2H9N3", "method": "wB97M-V/def2-TZVPD", "homo_energy_ev": [-8.157, -8.658], "max_force_ev_per_a": 5.1, "spin_multiplicity": 1, "homo_lumo_gap_ev": [8.83, 9.42], "de_lowest_ev": 4.400, "elements": ["C", "C", "N", "N", "N", "H", "H", "H", "H", "H", "H", "H", "H", "H"], "xyz": [[1.340635, -0.901072, 0.343326], [0.795794, 0.241497, -0.421564], [-0.984721, 1.723891, -0.558112], [-1.711646, -0.661372, 0.466376], [-0.333379, 0.901125, 0.243592], [2.297885, -0.691502, 0.357130], [0.927235, -0.898723, 1.406972], [1.113117, -1.838816, -0.098630], [1.646200, 0.939356, -0.547393], [0.595864, -0.047961, -1.451462], [-1.845243, 1.940836, -0.124054], [-1.192089, 1.314713, -1.440472], [-1.021692, -1.454725, 0.337326], [-1.627956, -0.567250, 1.486966]], "forces_ev_per_angstrom": [[-4.5021, -0.5160, 2.2289], [-0.3832, 1.2429, -0.7016], [0.3128, 0.4978, -0.2757], [2.7293, 0.3592, 0.0597], [-0.1063, -2.3895, 0.7839], [5.0993, -0.0265, 0.5260], [0.6802, 0.0307, -1.3296], [-0.0201, -0.9124, -0.3385], [-0.7586, 0.4638, 0.2830], [-0.5797, -0.0818, -0.3109], [-0.9196, 0.7228, 0.5129], [-0.0887, -0.3094, -1.2125], [-1.0744, 0.8307, -0.0950], [-0.3887, 0.0878, -0.1306]], "nbo_charge": [-0.611, -0.268, -0.573, -0.811, -0.080, 0.208, 0.220, 0.206, 0.204, 0.171, 0.368, 0.331, 0.311, 0.324]}

***

# 2
{"formula": "C3H9N2OP", "method": "wB97M-V/def2-TZVPD", "homo_energy_ev": -8.369, "max_force_ev_per_a": 5.5, "spin_multiplicity": 1, "homo_lumo_gap_ev": 9.35, "smiles": "C[C@@H]1CNP(O)N1", "de_lowest_ev": 0.596, "elements": ["C", "C", "C", "N", "P", "O", "N", "H", "H", "H", "H", "H", "H", "H", "H", "H"], "xyz": [[0.300576, -1.003204, -1.694075], [-0.154568, 0.114937, -0.790549], [0.927155, 0.524547, 0.026842], [0.372092, 1.021639, 1.304120], [-1.335554, 0.850840, 1.448664], [-1.335650, -0.105740, 2.790403], [-1.278737, -0.141317, 0.147749], [1.019522, -1.782506, -1.268347], [0.987732, -0.441590, -2.471186], [-0.505512, -1.414127, -2.219762], [-0.490760, 0.876953, -1.478217], [1.654738, -0.293927, 0.179764], [1.603813, 1.285809, -0.578588], [0.990014, 1.544504, 1.959971], [-0.639888, -0.710617, 2.961013], [-2.114975, -0.326201, -0.317802]], "forces_ev_per_angstrom": [[3.2718, 0.6949, -0.8911], [-2.5465, -1.4733, -1.0189], [4.4814, 2.7090, 1.6654], [1.1498, 0.9427, -0.4058], [1.1171, 0.5509, 2.2907], [-1.9734, 1.1100, 0.0857], [1.5699, -1.3348, -1.3766], [-1.4449, 0.8902, -0.1364], [-1.3184, -1.1763, 1.1431], [-1.0402, -0.9212, -0.8646], [-0.0410, 0.6550, -0.1560], [-0.4617, 0.0318, 0.3100], [-1.3755, -0.9163, 1.3435], [-1.1029, -0.6216, -1.0424], [1.2654, -0.8870, -0.2214], [-1.5511, -0.2539, -0.7252]], "nbo_charge": [-0.592, -0.081, -0.208, -0.989, 1.401, -1.014, -0.978, 0.213, 0.206, 0.212, 0.178, 0.179, 0.183, 0.410, 0.488, 0.389]}

***

# 3
{"formula": "C8H10ClN2O2", "method": "wB97M-V/def2-TZVPD", "charge": -1, "homo_energy_ev": -4.374, "max_force_ev_per_a": 3.6, "spin_multiplicity": 1, "homo_lumo_gap_ev": 7.70, "smiles": "CC(C)(C)n1ncc([O-])c(Cl)c1=O", "de_lowest_ev": 0.000, "elements": ["C", "C", "C", "C", "N", "N", "C", "C", "O", "C", "Cl", "C", "O", "H", "H", "H", "H", "H", "H", "H", "H", "H", "H"], "xyz": [[-2.077906, 0.963778, -0.059192], [-1.110108, -0.225348, -0.017179], [-1.386482, -1.159519, -1.203942], [-1.296876, -0.991948, 1.301667], [0.254118, 0.246137, -0.101656], [0.499360, 1.516556, -0.045425], [1.705696, 1.974120, -0.023347], [2.943379, 1.209544, -0.001388], [4.046003, 1.777554, 0.033497], [2.768003, -0.209810, -0.012252], [4.246016, -1.187454, 0.055945], [1.625770, -0.945400, -0.046790], [1.279566, -2.099953, -0.058696], [-1.892156, 1.626120, 0.781860], [-1.932841, 1.531287, -0.974632], [-3.105041, 0.605159, -0.015834], [-1.278785, -0.615362, -2.140382], [-2.394925, -1.564539, -1.141653], [-0.671801, -1.976524, -1.191727], [-0.643085, -1.858324, 1.311812], [-1.038966, -0.350506, 2.141984], [-2.329170, -1.319488, 1.409809], [1.790242, 3.053910, -0.002484]], "forces_ev_per_angstrom": [[0.2253, -0.2063, 0.0293], [-0.6910, -0.0998, 0.0517], [0.1113, 0.0877, 0.1695], [0.0795, 0.0726, -0.2020], [3.1395, -1.7682, 0.0251], [-0.5499, 0.1505, -0.0160], [0.1235, 0.4321, 0.0141], [-0.0219, 0.0772, -0.0337], [-0.2291, -0.1250, -0.0061], [1.3410, -0.2323, 0.0604], [-0.2067, 0.1442, -0.0197], [-3.3070, 1.3042, -0.1229], [0.3255, 0.1775, 0.0399], [-0.0501, 0.1019, 0.0337], [-0.0326, 0.1000, -0.0590], [-0.0805, -0.1233, -0.0029], [-0.0162, 0.0768, -0.0910], [-0.1582, -0.0367, -0.0007], [-0.0040, -0.0803, -0.0579], [0.0441, -0.0990, 0.0609], [-0.0033, 0.0886, 0.0885], [-0.1549, -0.0533, 0.0197], [0.1157, 0.0108, 0.0192]], "nbo_charge": [-0.605, 0.111, -0.618, -0.619, -0.302, -0.196, -0.151, 0.418, -0.665, -0.362, -0.067, 0.646, -0.652, 0.217, 0.214, 0.191, 0.202, 0.187, 0.244, 0.237, 0.204, 0.188, 0.178]}

***

# 4
{"formula": "C14H12F3N3O", "method": "wB97M-V/def2-TZVPD", "homo_energy_ev": -7.672, "max_force_ev_per_a": 4.6, "spin_multiplicity": 1, "homo_lumo_gap_ev": 7.97, "smiles": "C[C@@H]1NN(c2ccccc2)c2nc(C(F)(F)F)cc(O)c21", "de_lowest_ev": 0.000, "elements": ["C", "C", "N", "N", "C", "C", "C", "C", "C", "C", "C", "N", "C", "C", "F", "F", "F", "C", "C", "O", "C", "H", "H", "H", "H", "H", "H", "H", "H", "H", "H", "H", "H"], "xyz": [[0.721465, 3.216422, -1.462624], [1.143659, 1.884333, -0.879593], [0.444054, 0.844406, -1.678858], [-0.078843, -0.163485, -0.799988], [-0.180038, -1.512625, -1.318376], [-0.325430, -2.611010, -0.439792], [-0.618666, -3.848465, -0.990848], [-0.565154, -4.067660, -2.415914], [-0.489273, -2.980951, -3.313817], [-0.395947, -1.746901, -2.793202], [-0.079676, 0.407457, 0.481075], [-0.657640, -0.113325, 1.556437], [-0.484273, 0.387378, 2.785288], [-1.535673, 0.002193, 3.946378], [-2.814902, 0.342387, 3.608527], [-1.454579, -1.365659, 4.055918], [-1.166492, 0.453470, 5.171368], [0.350128, 1.506504, 2.909230], [1.012397, 2.130570, 1.837640], [1.930224, 3.188668, 1.933327], [0.731199, 1.585593, 0.554013], [-0.354515, 3.215695, -1.573234], [1.051134, 4.063395, -0.835831], [1.196442, 3.533884, -2.410236], [2.287788, 1.862163, -1.113918], [-0.287526, 1.281417, -2.207699], [-0.265263, -2.524555, 0.616428], [-0.790036, -4.789743, -0.422939], [-0.604145, -5.068378, -2.761230], [-0.597059, -3.040764, -4.413021], [-0.313787, -0.937554, -3.476026], [0.391979, 2.148474, 3.846645], [2.798445, 2.716665, 2.004873]], "forces_ev_per_angstrom": [[0.5374, 1.5940, 0.3145], [1.8488, 0.1708, -1.0966], [1.0971, -0.7920, 0.2365], [0.0587, 0.3801, -0.7244], [-1.2903, -0.1565, -1.0879], [-0.2943, 0.6644, -1.4151], [0.7051, -1.6574, -2.6162], [-0.3658, 1.2561, 1.6021], [-0.4371, -1.7370, 0.1887], [1.3203, 2.1848, 3.8294], [0.7571, -0.3111, 1.5943], [-0.7942, -1.4627, 0.0547], [-0.5443, 2.6420, -0.8662], [1.8093, -1.6750, -1.4155], [1.7253, -0.2018, 0.8912], [-0.7535, 0.9487, -0.0886], [-0.8360, 0.3993, -1.2820], [-0.0197, 1.9606, 2.4579], [-0.4805, -1.4955, -2.7965], [0.0671, -1.6152, 0.4803], [-0.0868, -0.2614, 0.1875], [-0.3399, 0.3924, 0.0115], [-0.4712, -0.4499, 0.2736], [-0.2582, -0.9963, 0.0815], [-1.6702, -0.5089, 0.9844], [-0.6751, 0.0341, 0.0767], [-0.0159, 0.4096, 0.6769], [0.2852, 1.1339, 0.0083], [-0.2719, -0.7591, -0.3481], [0.2393, -0.4442, 0.8082], [-0.0474, 0.8661, -0.1373], [0.0464, -1.4042, -0.8607], [-0.8448, 0.8914, -0.0230]], "nbo_charge": [-0.624, -0.077, -0.439, -0.272, 0.191, -0.265, -0.188, -0.225, -0.217, -0.237, 0.399, -0.452, 0.132, 0.973, -0.307, -0.331, -0.315, -0.318, 0.331, -0.690, -0.124, 0.203, 0.234, 0.226, 0.206, 0.351, 0.240, 0.219, 0.207, 0.221, 0.215, 0.242, 0.491]}

***

# 5
{"formula": "C15H22ClN2O3PSSiTb", "method": "wB97M-V/def2-TZVPD", "charge": 3, "homo_energy_ev": [-18.338, -18.329], "max_force_ev_per_a": 3.8, "spin_multiplicity": 7, "homo_lumo_gap_ev": [8.30, 5.47], "elements": ["C", "Si", "C", "C", "O", "C", "C", "C", "N", "C", "C", "C", "C", "C", "C", "O", "C", "P", "O", "Cl", "C", "N", "C", "S", "H", "H", "H", "H", "H", "H", "H", "H", "H", "H", "H", "H", "H", "H", "H", "H", "H", "H", "H", "H", "H", "H", "Tb"], "xyz": [[3.267853, 1.560170, 1.896101], [3.347543, 1.086305, 0.107903], [5.020233, 1.284687, -0.650784], [2.882159, -0.826302, 0.039678], [2.122555, 1.850132, -0.689444], [2.199773, 2.166066, -2.095514], [0.796710, 2.093327, -2.742637], [-0.105419, 1.193030, -1.996983], [-0.966213, 1.744265, -1.171026], [-1.762769, 0.966772, -0.436177], [-2.703017, 1.587153, 0.447363], [-3.528690, 0.833383, 1.200649], [-3.492879, -0.577273, 1.121448], [-4.403537, -1.367412, 1.978853], [-3.604408, -1.919965, 3.197096], [-2.327666, -1.288066, 3.296742], [-2.565631, -1.221085, 0.221710], [-2.774270, -3.089354, 0.178634], [-3.465700, -3.174618, -1.254595], [-0.821285, -3.915163, -0.296711], [-1.695113, -0.451964, -0.519578], [-0.805570, -1.028135, -1.390009], [-0.067184, -0.255515, -2.109321], [0.995698, -1.171198, -3.160024], [4.255576, 1.813429, 2.268590], [2.874779, 0.768291, 2.531879], [2.598339, 2.409622, 2.007559], [5.753269, 1.266012, 0.152704], [5.128763, 2.210961, -1.208416], [5.282914, 0.470155, -1.324718], [1.826337, -0.926316, -0.218897], [3.034336, -1.269635, 1.026611], [3.509310, -1.374057, -0.666682], [2.890173, 1.494996, -2.603749], [2.559826, 3.184301, -2.184200], [0.864416, 1.798939, -3.790066], [0.337275, 3.075257, -2.707518], [-2.727732, 2.665381, 0.485421], [-4.235596, 1.317514, 1.855679], [-4.831771, -2.209806, 1.437388], [-5.191256, -0.704593, 2.320424], [-4.178767, -1.775791, 4.104195], [-3.425842, -2.981204, 3.059015], [-2.318739, -0.696177, 4.054761], [-2.958871, -3.477553, -2.019324], [1.477375, -0.193644, -3.932050], [1.932712, -2.945321, 0.178021]], "forces_ev_per_angstrom": [[-0.3257, -0.3167, -0.2280], [0.3507, 0.5894, 0.4521], [-0.2033, -0.4589, -0.1139], [0.5856, 1.2358, 0.1128], [-0.0807, -0.3196, -0.6224], [-0.1432, -0.0786, 0.3538], [0.0631, 0.2935, 0.1189], [-0.3182, 0.0434, 0.0202], [0.0398, 0.1816, -0.0091], [0.1621, -0.0279, -0.1369], [-0.1011, 0.2855, 0.0456], [-0.1290, 0.1820, -0.0045], [0.2393, -0.1570, -0.3467], [0.1272, 0.2575, 0.2500], [0.2779, 0.0054, 0.0519], [0.0031, 0.0756, -0.0917], [0.1374, -0.3904, 0.4333], [-0.4314, 0.2184, -0.0782], [0.2123, -0.2514, 0.0207], [0.5428, 0.0517, 0.1484], [0.0030, -0.1057, -0.0632], [-0.1398, -0.1675, 0.4864], [0.1904, -0.1883, -0.3263], [0.0902, -0.1712, -0.0839], [0.0926, 0.1492, 0.0657], [-0.0236, -0.0718, 0.1136], [0.0676, 0.2067, 0.0718], [0.1506, 0.1286, 0.0561], [0.0286, 0.1870, 0.0560], [0.0280, -0.0226, -0.1542], [-0.1666, 1.2660, -0.3640], [0.4357, 0.6339, 0.5975], [0.1773, 0.0952, -0.4346], [0.1085, -0.0620, -0.0385], [0.1534, 0.0872, -0.1600], [0.0970, 0.0314, -0.0629], [-0.0451, 0.1195, -0.0222], [0.0543, 0.1447, -0.0308], [-0.1310, -0.0565, 0.1240], [-0.2624, -0.0146, -0.0505], [-0.2502, -0.1044, 0.0008], [-0.1452, -0.0642, 0.0847], [-0.0430, -0.1425, 0.0322], [0.0416, -0.0196, 0.0937], [-0.1587, 0.0196, -0.2148], [0.1459, 0.1381, 0.0378], [-1.5076, -3.4350, -0.1904]], "lowdin_spin": [0.000, 0.002, 0.000, 0.044, 0.004, 0.014, 0.021, 0.152, 0.002, 0.161, 0.081, 0.017, 0.206, 0.034, 0.025, 0.013, 0.155, 0.014, 0.006, 0.038, 0.026, 0.018, 0.026, 0.025, 0.000, 0.000, 0.000, 0.000, 0.000, 0.000, 0.021, 0.018, 0.010, 0.000, 0.000, 0.005, 0.001, 0.002, -0.002, 0.010, 0.001, 0.001, 0.000, 0.000, 0.001, 0.001, 4.846]}

***

# 6
{"formula": "CH2O3S", "method": "wB97M-V/def2-TZVPD", "homo_energy_ev": -11.486, "max_force_ev_per_a": 6.5, "spin_multiplicity": 1, "homo_lumo_gap_ev": 10.36, "de_lowest_ev": 2.211, "elements": ["C", "O", "O", "O", "S", "H", "H"], "xyz": [[0.287665, 0.061187, 0.008097], [2.606586, 0.760572, -1.112298], [1.838970, 2.118379, 0.867809], [0.338615, 1.694331, -0.939617], [1.628433, 1.256147, -0.248740], [-0.477902, 0.268299, 0.853390], [0.074411, -0.592732, -0.722477]], "forces_ev_per_angstrom": [[0.1235, 5.9105, 2.7629], [1.7474, -0.4215, -0.7770], [0.9867, -0.6159, -0.0281], [-0.5204, -2.0035, 0.4056], [-3.4210, 0.0958, 1.5942], [1.6079, -0.4768, -1.5355], [-0.5240, -2.4884, -2.4222]], "nbo_charge": [-0.311, -0.883, -0.887, -0.736, 2.369, 0.245, 0.203]}

***

# 7
{"formula": "C5H6O2", "method": "wB97M-V/def2-TZVPD", "homo_energy_ev": -9.335, "max_force_ev_per_a": 3.7, "spin_multiplicity": 1, "homo_lumo_gap_ev": 10.05, "de_lowest_ev": 3.834, "elements": ["O", "C", "C", "C", "O", "C", "C", "H", "H", "H", "H", "H", "H"], "xyz": [[-0.504950, -0.653249, 1.070150], [-1.048053, -0.718667, -0.248122], [-0.031949, 0.331891, -0.723957], [-0.562654, 1.741613, -0.587363], [-1.727749, 2.004639, -0.429770], [0.717424, -0.165103, 0.486143], [1.731224, -0.848843, 0.974126], [0.921038, -1.478098, 1.517490], [-0.878436, -1.708649, -0.698327], [-2.092455, -0.431925, -0.229542], [0.460891, 0.191479, -1.687056], [0.205229, 2.538008, -0.647846], [2.801304, -0.816415, 0.728878]], "forces_ev_per_angstrom": [[-0.3769, 0.7204, -0.3941], [-0.6060, 0.1391, -0.4042], [-0.1068, 0.1363, -0.3398], [-0.3805, 0.1766, -0.0254], [0.5341, -0.0243, -0.0737], [-0.7602, -0.5953, 0.2679], [-0.8131, -0.1240, 0.0202], [3.5338, -0.5147, 0.7686], [-0.0748, 0.2433, 0.0672], [-0.1439, 0.0340, -0.3388], [0.0759, 0.0864, 0.0545], [-0.0749, -0.0116, 0.0240], [-0.8068, -0.2661, 0.3736]], "nbo_charge": [-0.540, -0.060, -0.398, 0.450, -0.499, 0.279, -0.514, 0.297, 0.179, 0.213, 0.240, 0.117, 0.236]}

***

# 8
{"formula": "C2H9NO2", "method": "wB97M-V/def2-TZVPD", "homo_energy_ev": -9.332, "max_force_ev_per_a": 3.0, "spin_multiplicity": 1, "homo_lumo_gap_ev": 10.06, "smiles": "COCN.O", "de_lowest_ev": 0.914, "elements": ["C", "O", "C", "N", "H", "H", "H", "H", "H", "H", "H", "O", "H", "H"], "xyz": [[-0.254606, -1.017040, 0.351401], [1.090454, -0.907650, -0.016369], [1.397473, -0.564100, -1.292938], [2.645803, 0.078200, -1.415618], [-0.597596, 0.027080, 0.257731], [-0.382056, -1.336550, 1.399391], [-0.886826, -1.653910, -0.289929], [1.448343, -1.421550, -1.991258], [0.652434, 0.150990, -1.691708], [2.481753, 1.027859, -1.063598], [2.853063, 0.177269, -2.415578], [-3.638335, 1.976679, 2.391200], [-3.135135, 2.428609, 3.105900], [-3.674765, 1.034109, 2.671370]], "forces_ev_per_angstrom": [[-0.7087, 1.3439, -0.3563], [1.1889, -1.3612, 1.8567], [-1.5337, -0.0733, -2.5466], [1.2669, 1.3205, 0.3826], [-0.8117, -0.3442, 0.2239], [0.5359, 0.0618, -0.5167], [0.4431, 0.0061, 0.0213], [-0.4078, -0.1099, 0.3650], [-0.6648, -0.4606, 0.1436], [0.6629, -0.2723, -0.1406], [0.0231, -0.1070, 0.5695], [0.4898, -0.5130, 1.0102], [-0.5403, -0.5243, -0.7506], [0.0562, 1.0334, -0.2621]], "nbo_charge": [-0.247, -0.540, 0.113, -0.815, 0.168, 0.196, 0.169, 0.140, 0.112, 0.346, 0.357, -0.940, 0.471, 0.470]}